The following is a DFT calculation (ωB97M-V with the def2-TZVPD basis set) of a cluster of 3 separate species, C6H16O2 in total at a distorted geometry.

Structure (SMILES): C=CCCCC.O.O

Geometry as ORCA input:
```
! RIJCOSX wB97M-V def2-TZVPD def2/J DEFGRID3
* xyz 0 1
O -2.18640 2.70321 2.33656
O 1.14831 2.03209 1.85919
C 1.10538 -1.03464 -0.80016
C 0.78977 0.72408 -2.47956
C 0.26881 -1.42080 0.31328
C 1.53366 0.36676 -1.23061
C -1.11514 -1.76081 -0.25353
C -1.74480 -2.94658 -0.41227
H -0.22446 0.85368 -2.23913
H 1.71969 1.36797 1.96466
H -2.10776 2.15914 1.51321
H 0.01353 -0.74465 1.05400
H -1.38540 2.50433 2.79985
H 1.34580 1.50206 -2.98456
H -1.41108 -0.89726 -0.66005
H -2.59640 -3.18759 -1.00498
H -1.56238 -3.62286 0.32749
H 0.87825 -2.27388 0.73320
H 0.39122 -1.42750 -1.65950
H 0.76468 -0.16676 -3.24324
H 1.61752 2.87573 1.95681
H 1.31842 1.03208 -0.47721
H 1.92439 -1.75989 -1.05342
H 2.59256 0.33489 -1.41603
*
```

Atom charges from the natural (NBO) analysis, given in e for atoms 1 to 4: number 1, O, carries -0.94; number 2, O, carries -0.94; number 3, C, carries -0.40; number 4, C, carries -0.59

***

The following is a DFT calculation (ωB97M-V with the def2-TZVPD basis set) of a cluster of 4 separate species, C6H16P2S in total at a distorted geometry.

Geometry as ORCA input:
```
! RIJCOSX wB97M-V def2-TZVPD def2/J DEFGRID3
* xyz 0 1
S -4.39428 -1.00148 -1.16848
P -2.05673 0.29159 1.80060
P -1.84901 1.85601 -0.80040
C 2.05385 0.06311 -0.43476
C 2.17194 1.52997 -0.70218
C -2.50758 -0.86262 -0.77890
C 3.22924 -0.77230 -0.35522
C 0.83300 -0.38537 -0.12877
C -2.15802 0.26578 0.08803
H -2.31061 -1.07785 1.87631
H 3.21034 1.89651 -0.84199
H -1.98009 -0.70703 -1.65850
H 1.64661 1.65826 -1.70231
H -0.11014 0.11798 -0.19183
H -3.18263 2.36381 -1.22887
H 3.84280 -0.37313 0.48014
H -2.24840 -1.88015 -0.45313
H 3.02505 -1.73370 0.06627
H 3.73895 -0.93080 -1.20568
H 1.04945 -1.23673 5.76981
H 1.71606 2.25125 0.09218
H -1.75674 1.26968 -2.06952
H 0.78456 -1.49199 -0.03492
H -4.57345 -0.18132 -2.05844
H 1.82582 -0.92947 5.64056
*
```

Atom charges from the natural (NBO) analysis, given in e for atoms 1 to 4: number 1, S, carries -0.04; number 2, P, carries 0.52; number 3, P, carries 0.30; number 4, C, carries 0.02

***

The following is a DFT calculation (ωB97M-V with the def2-TZVPD basis set) of a cluster of 2 separate species, C6H16Si in total at a distorted geometry.

Geometry as ORCA input:
```
! RIJCOSX wB97M-V def2-TZVPD def2/J DEFGRID3
* xyz 0 1
Si -1.05386 -1.76033 -0.82085
C 0.68892 2.14943 -1.02769
C -1.77640 -0.30569 0.09759
C 1.89076 0.47080 0.48470
C -1.28143 -3.64620 -0.31688
C 0.31608 2.08695 1.48617
C 0.82395 1.41774 0.32125
H -0.70639 2.50847 1.36909
H 1.75240 2.33561 -1.45819
H 1.10198 2.96379 1.57577
H 0.03624 3.07933 -0.94775
H 0.38780 -1.75915 -0.49945
H 1.42014 -0.44519 0.26560
H -2.26575 -4.15891 -0.54724
H 2.82829 0.68184 -0.20179
H -2.23909 -0.12535 1.01617
H -1.88670 0.64541 -0.55533
H 2.21430 0.40470 1.55467
H -1.16353 -1.76262 -2.35773
H -1.03538 -3.79421 0.69829
H 0.07002 1.55899 -1.73110
H -0.36360 -4.08061 -0.82677
H 0.24124 1.53520 2.42147
*
```

Atom charges from the natural (NBO) analysis, given in e for atoms 1 to 4: number 1, Si, carries 1.06; number 2, C, carries -0.68; number 3, C, carries -0.80; number 4, C, carries -0.69

***

The following is a DFT calculation (ωB97M-V with the def2-TZVPD basis set) of a cluster of 2 separate species, C6H16Si2 in total at a distorted geometry.

Structure (SMILES): C[Si@@H]1C[Si]1(C)C.C=C

Geometry as ORCA input:
```
! RIJCOSX wB97M-V def2-TZVPD def2/J DEFGRID3
* xyz 0 1
Si 0.15735 1.39080 0.78892
Si -1.92292 0.02836 0.56453
C 0.67360 2.86480 -0.32669
C -2.17709 -1.16763 2.00283
C 3.79234 -1.10981 -0.28473
C -0.34033 -0.06876 -0.42835
C -3.60181 0.04001 -0.45567
C 3.63450 -1.77117 -1.45466
H 3.29871 -2.78960 -1.55893
H 3.78693 -1.19719 -2.35176
H -3.84154 0.82243 -1.17925
H -0.15204 3.42700 -0.64127
H 1.27729 2.53538 -1.11603
H -2.76568 -2.04865 1.95499
H 3.97721 -0.00708 -0.26115
H 0.22225 -1.11571 -0.39192
H -1.13173 -1.41136 2.01630
H 3.60049 -1.58354 0.65159
H -2.29241 -0.80853 2.98998
H -4.50473 -0.01760 0.12883
H 1.13021 3.70676 0.19257
H -3.52924 -0.89415 -1.16872
H 1.17229 1.04606 1.80682
H -0.46367 0.12918 -1.47820
*
```

Atom charges from the natural (NBO) analysis, given in e for atoms 1 to 4: number 1, Si, carries 0.83; number 2, Si, carries 1.29; number 3, C, carries -1.06; number 4, C, carries -1.11

***

The following is a DFT calculation (ωB97M-V with the def2-TZVPD basis set) of a cluster of 2 separate species, C6H16Si2 in total at a distorted geometry.

Geometry as ORCA input:
```
! RIJCOSX wB97M-V def2-TZVPD def2/J DEFGRID3
* xyz 0 1
Si -2.63472 1.56169 -0.34421
Si 1.01141 0.95892 0.42071
C 1.42207 2.34081 -0.91609
C -2.10209 -1.92480 -0.08472
C -0.63596 0.03382 0.12186
C 2.73275 0.21305 0.95540
C 0.38752 -2.15062 0.15954
C -0.79099 -1.25648 0.12175
H 3.08689 -0.49737 0.14084
H 0.72953 3.16786 -1.01136
H 2.77283 -0.08863 2.09130
H 0.50229 -2.73102 1.01787
H -3.90265 1.04360 0.05076
H 0.03155 -2.73528 -0.65614
H -2.97201 -1.20871 0.03773
H -2.17257 -2.72844 0.63570
H 0.79882 1.71626 1.87868
H -2.19992 -2.40019 -1.05204
H 1.23067 -1.68091 -0.07971
H 3.62955 0.93767 0.95684
H -2.67808 1.93619 -1.85333
H 2.25835 2.86794 -0.39918
H -2.53662 2.73097 0.41542
H 1.69776 2.01886 -1.83774
*
```

Atom charges from the natural (NBO) analysis, given in e for atoms 1 to 4: number 1, Si, carries 0.77; number 2, Si, carries 1.33; number 3, C, carries -1.06; number 4, C, carries -0.64

***

The following is a DFT calculation (ωB97M-V with the def2-TZVPD basis set) of a structure of composition C6H17AlO7S2 at a distorted geometry.

Geometry as ORCA input:
```
! RIJCOSX wB97M-V def2-TZVPD def2/J DEFGRID3
* xyz 2 1
S 1.91576 0.61555 -2.75375
S -1.56444 -0.45841 -0.00756
Al 0.25649 -3.43931 -2.50000
O 1.21922 -3.09428 0.03399
O 3.01736 1.21838 -3.41338
O 1.58259 -0.81787 -2.88948
O -2.35430 0.72452 -0.32436
O 2.25417 0.88459 -1.07657
O -2.62195 -1.52006 0.81270
O -0.93981 -1.20926 -1.05114
C 3.17873 1.99404 0.70686
C 0.44212 1.68150 -2.90652
C -0.31627 -0.12913 1.30662
C 3.36206 1.58822 -0.72289
C -3.67101 -1.00043 1.75100
C -4.07386 -2.01094 2.80374
H -4.47479 -0.60077 1.13269
H 3.43710 2.46727 -1.36300
H 0.54640 2.29281 -3.80291
H 0.21073 2.28293 -2.02740
H 3.96863 2.67215 1.02984
H -0.41375 1.02082 -3.04474
H -3.22603 -2.37725 3.38263
H -3.24511 -0.17251 2.31779
H 0.13984 -1.05968 1.64447
H 1.72238 -2.55138 0.67166
H 2.22047 2.48422 0.87877
H -4.76055 -1.54432 3.51001
H -0.98554 0.28028 2.06330
H 4.26986 0.99001 -0.80134
H 0.41702 0.58101 0.92443
H 3.03734 1.10692 1.32422
H -4.55088 -2.89953 2.39028
*
```

Atom charges from the natural (NBO) analysis, given in e for atoms 1 to 4: number 1, S, carries 2.30; number 2, S, carries 2.30; number 3, Al, carries 1.26; number 4, O, carries -0.45

***

The following is a DFT calculation (ωB97M-V with the def2-TZVPD basis set) of a cluster of 2 separate species, C6H17N2 in total at a distorted geometry.

Geometry as ORCA input:
```
! RIJCOSX wB97M-V def2-TZVPD def2/J DEFGRID3
* xyz 1 1
N -0.30475 1.09900 1.61327
N -0.57356 -0.80060 -0.88439
C 1.47201 0.26337 -1.56595
C -1.22989 -0.29307 3.40167
C 2.24154 -0.89534 -2.13353
C 0.42931 -0.08489 -0.38401
C -0.10808 1.22806 0.20263
C -1.33042 0.08178 1.93587
H -1.21447 0.59239 4.02762
H -2.23644 0.59506 1.62377
H 2.17668 0.94747 -1.09857
H 1.58815 -1.57759 -2.68302
H 3.02017 -0.66113 -2.85341
H -1.10701 -0.78320 1.26210
H 0.58832 0.84413 2.04442
H 0.98099 -0.65042 0.39739
H -2.44464 0.32524 -3.95701
H -0.11903 -1.68693 -1.16782
H 0.86942 0.87214 -2.22144
H -1.07722 1.44166 -0.26202
H -0.29303 -0.82812 3.54129
H 2.61354 -1.51386 -1.31468
H -2.47727 0.39841 -3.20714
H -2.04969 -0.95976 3.67135
H 0.58538 2.04620 0.01163
*
```

Atom charges from the natural (NBO) analysis, given in e for atoms 1 to 4: number 1, N, carries -0.44; number 2, N, carries -0.18; number 3, C, carries -0.28; number 4, C, carries -0.63

***

The following is a DFT calculation (ωB97M-V with the def2-TZVPD basis set) of the ion C6H17N2 with charge +1 at a distorted geometry.

Structure (SMILES): CC(C)C[NH2+]CCN

Geometry as ORCA input:
```
! RIJCOSX wB97M-V def2-TZVPD def2/J DEFGRID3
* xyz 1 1
N -0.09120 -2.84984 -1.31578
N 0.18902 -0.50063 0.01953
C -0.55656 -2.92218 0.08020
C 1.42981 2.29894 0.28538
C -0.17641 1.93938 0.37865
C -0.83390 2.49138 -0.94397
C -0.53286 0.52800 0.82533
C 0.24837 -1.84062 0.85794
H -0.22868 -1.67568 1.80052
H 1.83120 2.42833 1.32333
H -0.89237 -2.86071 -1.92283
H 1.16232 -0.21750 -0.05754
H 0.81886 -3.10747 -1.67238
H -0.23267 -3.94515 0.46343
H -0.48712 2.56789 1.22322
H 1.84618 1.42079 -0.19364
H -1.61782 0.35327 0.74622
H 1.55258 3.21001 -0.30859
H -1.61153 -2.69827 0.11576
H -0.17945 -0.79778 -0.89175
H 1.34840 -1.87440 1.01662
H -0.33575 0.42630 1.90100
H -0.41609 1.79019 -1.68708
H -1.91165 2.41771 -0.94083
H -0.32268 3.41804 -1.10274
*
```

Atom charges from the natural (NBO) analysis, given in e for atoms 1 to 4: number 1, N, carries -0.91; number 2, N, carries -0.54; number 3, C, carries -0.25; number 4, C, carries -0.60

***

The following is a DFT calculation (ωB97M-V with the def2-TZVPD basis set) of the ion C6H17N2 with charge +1 at a distorted geometry.

Structure (SMILES): CCC[C@@H]([NH3+])CNC

Geometry as ORCA input:
```
! RIJCOSX wB97M-V def2-TZVPD def2/J DEFGRID3
* xyz 1 1
N 2.45583 -0.53061 -0.16313
N 0.93340 1.26616 -1.34538
C -2.10436 -0.10606 0.45911
C 0.17192 0.25102 -0.46647
C 2.34331 -1.83265 -0.83247
C -1.05273 0.91754 0.17099
C -3.18202 0.42301 1.41992
C 1.25649 -0.10450 0.56689
H -2.60692 -0.35244 -0.48427
H 3.13987 -2.52508 -0.56192
H 0.50938 1.50310 -2.23137
H -0.73190 1.45995 1.06862
H -1.39368 1.71017 -0.50085
H -3.93842 -0.33781 1.61085
H 0.86611 -0.93184 1.17355
H -2.75238 0.76818 2.35552
H -1.76549 -1.04630 0.88032
H 2.34572 -1.79793 -1.91888
H 0.04806 -0.65731 -1.04692
H 1.55531 0.68884 1.24529
H 3.26445 -0.58423 0.43964
H 1.06851 2.09992 -0.78919
H 1.86595 0.84298 -1.51373
H -3.74196 1.23189 0.94427
H 1.44554 -2.35599 -0.48039
*
```

Atom charges from the natural (NBO) analysis, given in e for atoms 1 to 4: number 1, N, carries -0.67; number 2, N, carries -0.70; number 3, C, carries -0.41; number 4, C, carries -0.03

***

ΔE to the lowest compared entry with this formula, charge and spin readings, ordered: 315.9, 0.0, 492.3, 142.9, 249.1, 58.0, 574.2, 147.4, 52.4 kJ/mol
Energy readings, ordered: -388.5604, -1318.9040, -527.5116, -817.0727, -817.0322, -1803.3174, -347.8721, -348.0347, -348.0709 Ha